This record from the OMol25 dataset describes 4 unconnected molecules or ions with the total composition C8H24O4. The level of theory is the ωB97M-V functional and the def2-TZVPD basis.

Element x y z (Å)
C -2.13 1.82 -2.34
C -1.62 3.24 -1.95
O -1.54 3.37 -0.52
H -2.38 1.85 -3.35
H -3.05 1.48 -1.94
H -1.44 1.16 -2.20
H -2.20 4.13 -2.47
H -0.63 3.37 -2.36
H -1.02 4.32 -0.49
C 0.80 -0.55 1.92
C 0.43 0.35 0.78
O -0.89 0.81 0.94
H 1.68 -1.11 1.80
H -0.04 -1.09 2.30
H 1.36 0.00 2.64
H 0.21 -0.28 -0.21
H 1.00 1.18 0.73
H -1.13 1.30 0.18
C -2.90 -1.82 1.51
C -3.74 -3.06 1.27
O -3.08 -4.24 1.41
H -3.58 -0.98 1.43
H -2.10 -1.61 0.86
H -2.28 -1.98 2.34
H -4.26 -3.03 0.45
H -4.41 -3.05 2.16
H -3.44 -4.82 0.81
C 3.80 -0.41 -0.91
C 5.12 -0.08 -0.26
O 5.97 0.49 -1.13
H 2.94 -0.82 -0.40
H 3.94 -1.15 -1.70
H 3.44 0.54 -1.35
H 5.52 -0.86 0.28
H 4.83 0.58 0.49
H 6.84 0.94 -0.72

Its LUMO energy is 0.6 eV. The value obtained for the gap between HOMO and LUMO is 0.37345 Eh. The SMILES is CCO.CCO.CCO.CCO. The value obtained for the HOMO energy is -9.54 eV. The energy above the lowest of the compared OMol25 structures with the same formula, charge and spin is 4.658 eV.

---

This record from the OMol25 dataset describes a molecular structure, C8H25AuClIN2P2S. The level of theory is the ωB97M-V functional and the def2-TZVPD basis.

Element x y z (Å)
C -1.69 0.03 -0.84
I 0.86 0.00 1.13
H -2.14 0.03 -1.87
H -1.90 0.95 -0.30
H -1.96 -0.88 -0.30
Au 0.60 -0.02 -1.87
P 0.33 2.29 -0.95
C -0.07 3.05 0.68
C 1.97 2.94 -1.36
H 1.93 4.02 -1.54
H -0.63 4.19 -2.09
H 2.30 2.41 -2.27
H -0.64 2.68 -3.08
H 0.78 2.92 1.37
H 2.65 2.71 -0.54
C -0.82 3.11 -2.09
H -0.27 4.12 0.55
H -1.84 2.89 -1.76
H -0.95 2.58 1.15
P 0.27 -2.31 -0.94
C -0.15 -3.04 0.70
C -0.90 -3.09 -2.08
H 2.24 -2.48 -2.25
H 1.82 -4.08 -1.53
H 2.58 -2.79 -0.52
C 1.89 -3.00 -1.35
H -0.71 -2.67 -3.07
H -0.75 -4.18 -2.07
H -0.38 -4.11 0.57
H -1.01 -2.55 1.16
H -1.92 -2.84 -1.75
H 0.71 -2.95 1.38
Cl 0.87 -0.04 -4.21
N -0.36 1.17 4.35
C -0.80 0.02 3.77
N -0.37 -1.15 4.36
S -1.82 0.03 2.40
H 0.55 1.11 4.79
H -0.41 1.98 3.72
H -0.42 -1.96 3.75
H 0.55 -1.07 4.79

Its LUMO energy (alpha / beta) is -8.0 / -9.8 eV. The value obtained for the gap between HOMO and LUMO (alpha / beta) is 0.25087 / 0.18533 Eh. As for the spin multiplicity: 3. As for the total charge: +2. As for the expectation value of S²: 2.500. The value obtained for the HOMO energy (alpha / beta) is -14.81 / -14.85 eV. The energy above the lowest of the compared OMol25 structures with the same formula, charge and spin is 0.000 eV.

---

This record from the OMol25 dataset describes a molecular structure, C8H25N2O5Sr. The level of theory is the ωB97M-V functional and the def2-TZVPD basis.

Element x y z (Å)
Sr 0.27 0.76 -1.12
O 1.81 0.55 -3.04
H 2.01 -0.17 -3.68
O 0.68 3.08 -1.83
H 1.22 3.61 -1.21
O -1.35 1.07 -3.15
H -2.15 0.65 -3.52
C -3.78 -1.20 0.44
C -2.32 -1.29 -0.06
C -1.93 -1.74 -1.44
O -0.43 -1.74 -1.53
C 0.17 -2.18 -2.73
N -1.95 0.12 0.04
H -4.43 -0.40 0.09
H -3.86 -1.17 1.53
H -4.18 -2.10 -0.02
H -1.69 -1.90 0.60
H -2.31 -1.05 -2.19
H -2.35 -2.74 -1.53
H 0.04 -3.23 -3.01
H 1.23 -1.92 -2.70
H -0.11 -1.55 -3.58
H -2.63 0.66 -0.48
H -2.24 0.34 0.98
C 1.31 2.24 3.55
C 1.41 1.77 2.07
C 2.28 0.49 2.00
O 2.34 0.08 0.63
C 3.06 -1.17 0.48
N 0.09 1.52 1.45
H 0.80 1.51 4.18
H 0.74 3.17 3.50
H 2.31 2.49 3.90
H 1.93 2.50 1.45
H 1.84 -0.27 2.65
H 3.30 0.65 2.35
H 4.15 -1.15 0.62
H 2.77 -1.57 -0.49
H 2.82 -1.92 1.24
H -0.43 0.83 1.97
H -0.43 2.37 1.62

Its LUMO energy (alpha / beta) is -0.1 / -1.9 eV. The value obtained for the gap between HOMO and LUMO (alpha / beta) is 0.31028 / 0.17044 Eh. As for the spin multiplicity: 2. As for the expectation value of S²: 0.769. The value obtained for the HOMO energy (alpha / beta) is -8.57 / -6.50 eV.

---

This record from the OMol25 dataset describes a molecular structure, C8H26F4N4O12PbS4. The level of theory is the ωB97M-V functional and the def2-TZVPD basis.

Element x y z (Å)
Pb -16.22 -3.13 -12.82
N -17.17 -2.13 -15.00
S -16.66 -0.83 -15.83
O -17.52 0.28 -15.72
O -16.05 -1.14 -17.07
F -15.45 -0.50 -14.85
S -18.72 -2.35 -15.47
O -18.93 -2.18 -16.86
O -19.65 -1.90 -14.50
F -18.73 -3.94 -15.30
N -15.40 -4.06 -10.57
S -15.54 -3.30 -9.11
O -14.33 -2.93 -8.47
O -16.66 -3.71 -8.35
F -16.01 -1.91 -9.77
S -15.17 -5.56 -10.07
O -16.36 -6.30 -9.86
O -14.03 -5.79 -9.26
F -14.72 -6.13 -11.52
O -16.46 -0.52 -12.16
H -15.86 0.22 -12.01
H -17.22 -0.34 -11.59
O -15.06 -4.09 -15.00
H -15.63 -3.51 -15.54
H -14.29 -4.24 -15.55
C -20.49 -4.15 -10.70
C -19.06 -4.17 -11.21
C -18.83 -5.32 -12.17
O -17.47 -5.33 -12.60
C -17.15 -6.40 -13.48
N -18.66 -2.86 -11.82
H -21.15 -4.64 -11.42
H -20.83 -3.18 -10.35
H -20.57 -4.81 -9.82
H -18.32 -4.34 -10.42
H -19.43 -5.24 -13.09
H -19.06 -6.26 -11.67
H -16.08 -6.34 -13.68
H -17.75 -6.39 -14.39
H -17.28 -7.34 -12.93
H -19.32 -2.59 -12.55
H -18.90 -2.20 -11.07
C -12.22 -3.63 -12.45
C -12.45 -2.13 -12.59
C -12.22 -1.59 -13.97
O -12.37 -0.19 -13.94
C -12.40 0.37 -15.23
N -13.89 -1.91 -12.23
H -12.22 -4.01 -11.43
H -11.24 -3.89 -12.88
H -12.91 -4.18 -13.10
H -11.79 -1.62 -11.89
H -12.88 -2.07 -14.71
H -11.19 -1.86 -14.26
H -11.46 0.26 -15.78
H -12.50 1.45 -15.18
H -13.20 -0.09 -15.82
H -13.98 -0.89 -12.22
H -13.98 -2.21 -11.26

Its LUMO energy is -0.2 eV. The value obtained for the gap between HOMO and LUMO is 0.35947 Eh. The value obtained for the HOMO energy is -9.97 eV. The energy above the lowest of the compared OMol25 structures with the same formula, charge and spin is 0.000 eV.

---

This record from the OMol25 dataset describes 6 unconnected molecules or ions with the total composition C8H26IN4O8. The level of theory is the ωB97M-V functional and the def2-TZVPD basis.

Element x y z (Å)
I 4.39 -10.15 -0.93
C 0.60 -8.95 2.02
C 1.90 -9.41 2.63
O 2.36 -10.61 2.10
O 0.72 -8.29 0.77
H 0.20 -8.29 2.80
H -0.10 -9.78 1.91
H 1.69 -9.61 3.68
H 2.60 -8.57 2.72
H 3.01 -10.41 1.42
H -0.14 -8.07 0.42
C 5.49 -6.08 -1.48
C 5.66 -6.44 -2.90
O 6.03 -7.78 -3.13
O 4.32 -6.58 -0.92
H 5.46 -4.99 -1.46
H 6.34 -6.42 -0.88
H 6.43 -5.85 -3.40
H 4.75 -6.22 -3.46
H 5.52 -8.36 -2.55
H 4.37 -7.52 -0.73
C 2.69 -14.72 -1.28
C 2.96 -14.55 0.23
O 3.93 -13.58 0.63
O 2.04 -15.95 -1.54
H 3.63 -14.75 -1.84
H 2.04 -13.95 -1.71
H 3.28 -15.41 0.81
H 1.94 -14.46 0.61
H 3.67 -12.68 0.37
H 2.75 -16.59 -1.61
C 7.06 -12.07 -4.13
O 7.97 -12.59 -4.76
N 6.28 -11.09 -4.58
N 6.79 -12.25 -2.91
H 6.35 -10.72 -5.51
H 5.57 -10.73 -3.96
H 7.53 -12.76 -2.46
H 5.97 -11.79 -2.52
C 0.00 -11.68 -1.10
O -0.96 -12.27 -1.56
N 0.78 -10.99 -1.83
N 0.29 -11.66 0.15
H 0.51 -10.81 -2.79
H 1.58 -10.48 -1.49
H 1.10 -11.18 0.51
H -0.41 -12.07 0.75

Its LUMO energy is 2.7 eV. The value obtained for the gap between HOMO and LUMO is 0.31953 Eh. As for the total charge: -1. The value obtained for the HOMO energy is -5.97 eV. The energy above the lowest of the compared OMol25 structures with the same formula, charge and spin is 1.151 eV.

---

This record from the OMol25 dataset describes 5 unconnected molecules or ions with the total composition C8H26O5. The level of theory is the ωB97M-V functional and the def2-TZVPD basis.

Element x y z (Å)
C 23.80 -20.00 22.38
C 23.12 -21.35 22.24
O 22.80 -21.93 23.48
H 23.13 -19.18 22.66
H 24.26 -19.69 21.44
H 24.56 -20.06 23.16
H 23.81 -22.00 21.68
H 22.26 -21.17 21.59
H 23.05 -21.31 24.18
C 23.27 -20.62 30.88
C 23.74 -21.17 29.54
O 22.81 -20.88 28.49
H 23.76 -21.12 31.71
H 22.19 -20.68 31.02
H 23.46 -19.55 30.97
H 23.80 -22.26 29.57
H 24.70 -20.69 29.35
H 22.12 -21.55 28.50
C 19.68 -19.33 26.53
C 19.91 -18.83 25.15
O 18.93 -19.31 24.19
H 20.34 -18.81 27.22
H 19.76 -20.42 26.58
H 18.68 -19.09 26.91
H 20.86 -19.09 24.69
H 19.85 -17.73 25.08
H 18.07 -19.00 24.50
C 26.74 -20.83 26.58
C 26.99 -19.36 26.90
O 25.75 -18.65 26.71
H 26.11 -21.24 27.38
H 27.60 -21.49 26.71
H 26.19 -20.95 25.65
H 27.67 -19.00 26.12
H 27.32 -19.30 27.94
H 25.93 -17.84 26.22
O 23.45 -19.96 25.82
H 23.47 -20.24 26.75
H 24.30 -19.51 25.68

Its LUMO energy is 0.6 eV. The value obtained for the gap between HOMO and LUMO is 0.36966 Eh. The SMILES is CCO.CCO.CCO.CCO.O. The value obtained for the HOMO energy is -9.50 eV. The energy above the lowest of the compared OMol25 structures with the same formula, charge and spin is 0.839 eV.

---

Number 4 is which compound?
C8H26F4N4O12PbS4